No. 1
131
Properties=species:S:1:pos:R:3:lowdin_charge:R:1 method="wB97M-V/def2-TZVPD" relative_energy_kj_mol=192.20 orbital_gap_ev=7.32 homo_ev=-9.37 charge=+1
Pb 0.7268 -0.0345 -1.3435 1.28
C 3.2455 -2.3715 4.9304 -0.07
C 2.9880 -0.9693 5.4767 -0.54
C 4.3451 -0.2810 5.6800 -0.04
C 2.2382 -1.0556 6.8089 -0.02
N 2.1803 -0.1269 4.5515 0.01
C 2.2384 1.2595 4.6284 -0.05
C 1.3611 1.7714 3.7530 -0.04
N 0.7312 0.7158 3.1213 0.03
B -0.1914 0.7472 1.9172 -0.72
N -1.5710 0.1083 2.2496 0.02
C -2.1013 0.0913 3.5104 -0.05
C -3.3722 -0.3515 3.4183 -0.01
N -3.6339 -0.5997 2.0873 0.03
C -2.4970 -0.3478 1.3918 -0.48
S -2.1085 -0.2168 -0.3429 0.75
C -4.9625 -1.0970 1.6295 -0.53
C -4.9227 -2.6266 1.6470 -0.02
C -5.3279 -0.5274 0.2600 -0.05
C -6.0412 -0.6228 2.6107 -0.04
N -0.4798 2.2181 1.4995 0.05
C -1.3749 3.0285 2.1648 -0.03
C -1.3319 4.2463 1.5999 -0.03
N -0.4063 4.2111 0.5717 0.02
C 0.1097 2.9519 0.5294 -0.60
S 1.3913 2.3728 -0.4647 0.68
C -0.1517 5.4680 -0.2039 -0.54
C -1.4866 5.9239 -0.8002 -0.02
C 0.3866 6.5139 0.7768 -0.02
C 0.8495 5.3089 -1.3416 -0.07
C 1.2304 -0.4639 3.6206 -0.70
S 0.6510 -1.9538 3.1060 0.69
H 3.9349 -2.8861 5.6003 0.09
H 3.6869 -2.3291 3.9339 0.08
H 2.3333 -2.9504 4.8666 0.03
H 5.0379 -0.9938 6.1227 0.09
H 4.2756 0.5726 6.3547 0.08
H 4.7563 0.0526 4.7262 0.09
H 2.8609 -1.5535 7.5520 0.09
H 1.3109 -1.6181 6.6910 0.09
H 1.9853 -0.0599 7.1776 0.08
H 2.9004 1.7721 5.2998 0.12
H 1.1323 2.7971 3.5222 0.12
H 0.3311 0.1411 1.0240 0.01
H -1.5263 0.3708 4.3752 0.14
H -4.0946 -0.4880 4.1988 0.13
H -4.1768 -3.0135 0.9559 0.03
H -5.8954 -3.0347 1.3736 0.10
H -4.6747 -2.9757 2.6504 0.09
H -4.6504 -0.8327 -0.5280 -0.01
H -5.3419 0.5633 0.2958 0.10
H -6.3280 -0.8709 -0.0009 0.10
H -5.9789 -1.1293 3.5729 0.08
H -7.0151 -0.8588 2.1863 0.10
H -5.9902 0.4557 2.7644 0.10
H -1.9704 2.6732 2.9868 0.13
H -1.8731 5.1340 1.8671 0.12
H -2.2284 6.1494 -0.0347 0.08
H -1.8915 5.1580 -1.4634 0.09
H -1.3241 6.8302 -1.3817 0.10
H -0.3116 6.7148 1.5889 0.08
H 0.5606 7.4499 0.2477 0.10
H 1.3348 6.1837 1.2031 0.10
H 0.5244 4.5585 -2.0590 0.06
H 1.8352 5.0384 -0.9732 0.06
H 0.9260 6.2668 -1.8562 0.10
C 3.0410 -3.5477 -2.2931 -0.03
C 3.2507 -2.1127 -1.8833 -0.23
C 3.3899 -1.7516 -0.5353 -0.22
C 3.1715 -2.7542 0.5695 -0.04
C 3.7676 -0.4367 -0.2014 -0.22
C 3.9705 -0.0179 1.2358 -0.03
C 4.0337 0.4927 -1.2179 -0.25
C 4.6246 1.8441 -0.9076 -0.07
C 3.7768 0.1615 -2.5579 -0.23
C 4.1190 1.1673 -3.6294 -0.03
C 3.3315 -1.1304 -2.8855 -0.25
C 3.0156 -1.4886 -4.3204 -0.04
H 1.9837 -3.7776 -2.4297 0.07
H 3.4385 -4.2442 -1.5602 0.08
H 3.5552 -3.7477 -3.2318 0.09
H 4.1074 -2.9621 1.0939 0.10
H 2.7749 -3.6972 0.2040 0.06
H 2.4444 -2.3759 1.2877 0.00
H 3.3516 0.8549 1.4630 0.07
H 5.0126 0.2597 1.4055 0.10
H 3.7046 -0.7994 1.9416 0.05
H 5.6878 1.8569 -1.1642 0.10
H 4.5319 2.1050 0.1412 0.06
H 4.1382 2.6245 -1.4904 0.06
H 5.1856 1.3969 -3.5843 0.10
H 3.5771 2.1041 -3.4869 0.08
H 3.9082 0.7997 -4.6273 0.07
H 3.9256 -1.7379 -4.8723 0.10
H 2.5338 -0.6581 -4.8338 0.08
H 2.3427 -2.3415 -4.3769 0.07
Ge -2.4702 -2.2307 -1.5288 0.89
C -2.9741 -1.7834 -3.3577 -0.34
C -4.3192 -1.6858 -3.6956 -0.11
C -4.6890 -1.3408 -4.9881 -0.08
C -3.7167 -1.1045 -5.9477 -0.07
C -2.3725 -1.2310 -5.6230 -0.07
C -2.0029 -1.5655 -4.3317 -0.13
C -1.1664 -3.7089 -1.4392 -0.33
C -0.8505 -4.3714 -2.6242 -0.12
C -0.1532 -5.5707 -2.5863 -0.09
C 0.2297 -6.1184 -1.3702 -0.07
C -0.0817 -5.4588 -0.1893 -0.07
C -0.7761 -4.2587 -0.2209 -0.11
H -3.7370 -2.7856 -0.8562 -0.01
H -5.0798 -1.8828 -2.9482 0.09
H -5.7362 -1.2528 -5.2463 0.11
H -4.0041 -0.8240 -6.9526 0.11
H -1.6116 -1.0616 -6.3744 0.11
H -0.9546 -1.6377 -4.0690 0.09
H -1.1709 -3.9673 -3.5767 0.09
H 0.0972 -6.0782 -3.5090 0.11
H 0.7609 -7.0606 -1.3423 0.11
H 0.2029 -5.8836 0.7646 0.11
H -1.0119 -3.7524 0.7094 0.09
C -0.7921 2.4434 -4.0633 -0.05
C -1.4422 2.0024 -2.7539 -0.60
C -2.9648 2.1046 -2.8496 -0.05
O -1.0566 0.6892 -2.4361 -0.62
H -1.0434 3.4810 -4.2939 0.08
H -1.1486 1.8046 -4.8706 0.08
H 0.2946 2.3484 -3.9936 0.07
H -1.1148 2.6947 -1.9542 0.09
H -3.3283 1.4687 -3.6592 0.08
H -3.2598 3.1376 -3.0447 0.08
H -3.4199 1.7762 -1.9154 0.05

No. 2
52
Properties=species:S:1:pos:R:3:lowdin_spin:R:1 method="wB97M-V/def2-TZVPD" multiplicity=2 relative_energy_kj_mol=148.12 orbital_gap_ev="6.20 / 5.79" homo_ev="-8.75 / -8.75"
Re -0.8866 -0.7585 2.2278 0.84
N 2.0734 -0.7220 -2.5193 0.00
C 2.6042 -0.1537 -1.4352 0.00
S 3.0617 -1.0935 -0.0903 0.00
N 2.7694 1.1777 -1.4414 0.00
C 2.5186 2.0412 -2.5599 0.00
C 3.5928 2.6606 -3.1859 0.00
C 3.3558 3.5164 -4.2503 0.00
C 2.0577 3.7392 -4.6915 0.00
C 0.9887 3.1154 -4.0648 0.00
C 1.2183 2.2693 -2.9877 0.00
H 1.9882 -1.7225 -2.5366 0.00
H 1.8311 -0.1809 -3.3357 0.00
H 3.3085 1.5345 -0.6687 0.00
H 4.6015 2.4682 -2.8417 0.00
H 4.1884 4.0042 -4.7396 0.00
H 1.8790 4.4068 -5.5239 0.00
H -0.0342 3.2821 -4.3757 0.00
H 0.3739 1.8075 -2.4912 0.00
N 0.8455 0.2909 1.7326 0.00
C -0.0214 0.7793 0.6956 -0.01
C -0.5794 2.0654 0.7218 0.02
C -1.5261 2.3874 -0.2177 0.00
C -1.9515 1.4384 -1.1599 0.02
C -1.4372 0.1587 -1.1527 0.03
C -0.4353 -0.1847 -0.2404 0.00
S -3.0130 1.9549 -2.5235 0.00
O -1.9868 2.4383 -3.4403 0.00
O -3.8489 2.9825 -1.9500 0.00
O -3.6684 0.7359 -2.9383 0.00
H 1.1247 1.0063 2.3981 0.00
H 1.6670 -0.2234 1.3382 0.00
H -0.2771 2.7720 1.4840 0.00
H -1.9740 3.3724 -0.2494 0.00
H -1.7761 -0.5455 -1.9016 0.00
H 0.1329 -1.0965 -0.3701 0.00
Se -0.0404 -2.8744 1.6024 -0.01
C -0.6525 -4.0917 2.9640 0.00
C -1.7967 -4.8455 2.7635 0.00
C -2.1922 -5.7086 3.7764 0.00
N -1.5325 -5.8551 4.9217 0.00
C -0.4329 -5.1283 5.0921 0.00
C 0.0536 -4.2336 4.1477 0.00
H -2.3795 -4.7614 1.8559 0.00
H -3.0870 -6.3088 3.6571 0.00
H 0.0908 -5.2612 6.0319 0.00
H 0.9534 -3.6651 4.3422 0.00
O -3.4969 1.0771 4.4177 0.01
S -2.4999 0.3771 3.7052 0.01
O -2.8071 -0.0092 2.2400 0.01
O -1.1568 1.0402 3.4965 0.01
S -1.7884 -1.4758 4.2709 0.05

No. 3
10
Properties=species:S:1:pos:R:3:lowdin_spin:R:1 method="wB97M-V/def2-TZVPD" multiplicity=3 orbital_gap_ev="5.22 / 5.80" homo_ev="-2.93 / -5.11" charge=-1
C -0.0863 1.2238 -1.5118 0.04
C -0.7255 0.3150 -0.2777 0.58
C 0.7170 -0.9706 1.0764 0.54
O 1.0894 1.4528 -1.4596 0.01
O -1.0446 1.4900 -2.2099 0.14
Cl -1.4574 1.2781 0.9308 0.11
Cl -1.7448 -0.9740 -0.7943 0.10
I 2.2617 0.3775 1.6592 0.16
I -0.4466 -1.6337 2.7245 0.16
I 1.4371 -2.5589 -0.1376 0.16

No. 4
13
Properties=species:S:1:pos:R:3:lowdin_spin:R:1 method="wB97M-V/def2-TZVPD" multiplicity=2 relative_energy_kj_mol=139.80 orbital_gap_ev="5.29 / 4.67" homo_ev="-6.41 / -6.41"
O -2.5300 -3.1412 1.5483 0.00
C -1.8393 -2.3215 0.9439 0.00
O -0.7548 -2.5315 0.3343 0.00
Cs 2.8756 -1.9309 -0.7534 0.01
O -2.3207 -1.0392 0.9368 0.00
O 5.0799 3.9561 -0.5698 0.17
C 4.3441 2.9085 -0.3941 0.53
O 4.5724 1.7967 -0.7699 0.27
H 4.5739 4.7783 -0.4756 0.02
C -3.2932 -0.6886 -0.0230 0.00
H -3.3681 -1.4483 -0.8175 0.00
H -4.2544 -0.6396 0.5000 0.00
H -3.0854 0.3012 -0.4601 0.00